No. 1
{
  "formula": "C25H26F2N7O2ReS",
  "method": "the ωB97M-V functional and the def2-TZVPD basis",
  "total_charge": 1,
  "homo_ev": [-10.357, -10.483],
  "max_force_ev_per_a": 0.74,
  "orbital_gap_ev": [6.84, 6.97],
  "multiplicity": 2,
  "relative_energy_kcal_mol": 0.0,
  "molar_mass_g_mol": 712.8,
  "energy_ev": -59264.52851,
  "lumo_energy_ev": [-3.52, -3.51],
  "symbols": ["Re", "F", "C", "C", "C", "C", "C", "F", "C", "C", "C", "C", "C", "C", "N", "H", "H", "H", "H", "H", "H", "C", "C", "N", "N", "C", "S", "N", "N", "H", "H", "H", "H", "H", "H", "C", "C", "N", "O", "C", "C", "N", "O", "H", "H", "H", "H", "H", "H", "H", "C", "C", "C", "C", "C", "C", "C", "H", "H", "H", "H", "H", "H", "H"],
  "positions_angstrom": [[-0.0681, -0.4075, 0.2733], [-3.3053, -3.6414, -2.5515], [-2.1194, -3.0264, -2.5114], [-1.7896, -2.2896, -1.3872], [-0.5625, -1.6318, -1.3405], [0.3187, -1.7322, -2.4286], [-0.0656, -2.4974, -3.5237], [0.7391, -2.5881, -4.5978], [-1.2735, -3.1586, -3.5927], [1.5071, -0.8741, -2.3769], [2.6250, -0.9882, -3.2002], [3.6555, -0.0738, -3.0782], [3.5457, 0.9453, -2.1432], [2.4304, 0.9755, -1.3320], [1.4360, 0.0827, -1.4281], [-2.5054, -2.2471, -0.5772], [-1.5465, -3.7418, -4.4611], [2.6816, -1.7896, -3.9183], [4.5328, -0.1561, -3.7068], [4.3113, 1.7003, -2.0298], [2.3051, 1.7467, -0.5798], [-0.4441, 4.0032, -4.0322], [-0.8625, 3.6551, -2.6538], [-1.0705, 4.4873, -1.6851], [-1.4358, 3.7000, -0.6354], [-1.4376, 2.4047, -0.9129], [-1.8831, 1.1461, 0.1619], [-1.0792, 2.3583, -2.2156], [-0.9943, 1.1782, -2.9442], [-0.4302, 5.0856, -4.1270], [-1.1370, 3.5918, -4.7664], [0.5563, 3.6233, -4.2469], [-1.6369, 4.1086, 0.2639], [-1.8888, 0.9827, -3.3821], [-0.2726, 1.2688, -3.6477], [3.5277, -2.6336, 1.5981], [2.4548, -1.6564, 1.2633], [1.3578, -1.9453, 0.6416], [1.2197, -3.2641, 0.2810], [2.5506, -0.2568, 1.6214], [3.6818, 0.3778, 2.3475], [1.5026, 0.4021, 1.2268], [1.2482, 1.6472, 1.3208], [3.3102, -3.6181, 1.2008], [3.6316, -2.7007, 2.6834], [4.4840, -2.2866, 1.2026], [0.3317, -3.3161, -0.1049], [3.8732, -0.1365, 3.2906], [3.4358, 1.4162, 2.5574], [4.5988, 0.3434, 1.7550], [-1.3261, -1.4808, 1.6197], [-0.7506, -1.0098, 2.9198], [0.2640, -1.7422, 3.5487], [0.8391, -1.2970, 4.7267], [0.4137, -0.1057, 5.3067], [-0.6009, 0.6215, 4.7053], [-1.1774, 0.1741, 3.5235], [-2.3863, -1.2292, 1.5238], [-1.2395, -2.5657, 1.5343], [0.5770, -2.6894, 3.1198], [1.6099, -1.8881, 5.2076], [0.8570, 0.2388, 6.2318], [-0.9519, 1.5394, 5.1596], [-1.9688, 0.7528, 3.0612]],
  "lowdin_charge": [1.313, 0.095, -0.263, -0.037, -0.271, -0.143, -0.208, 0.082, 0.085, -0.213, 0.016, -0.034, -0.038, -0.112, 0.008, 0.105, 0.142, 0.116, 0.119, 0.114, 0.105, 0.010, -0.307, 0.153, 0.058, -0.656, 0.710, -0.073, 0.148, 0.096, 0.092, 0.091, 0.172, 0.127, 0.109, 0.024, -0.260, -0.120, 0.016, -0.263, 0.012, -0.311, -0.119, 0.084, 0.101, 0.100, 0.089, 0.092, 0.087, 0.093, -0.295, -0.326, -0.068, -0.076, -0.078, -0.068, -0.064, 0.049, 0.067, 0.113, 0.107, 0.106, 0.108, 0.088]
}

=====

No. 2
{
  "formula": "C25H26N2O4S",
  "method": "the ωB97M-V functional and the def2-TZVPD basis",
  "homo_ev": -8.323,
  "max_force_ev_per_a": 1.15,
  "orbital_gap_ev": 8.97,
  "relative_energy_kcal_mol": 27.9,
  "molar_mass_g_mol": 450.6,
  "energy_ev": -48352.79724,
  "smiles": "COc1ccc(C(=O)NCc2ccc(C)cc2)cc1S(=O)(=O)N1CCCc2ccccc21",
  "lumo_energy_ev": 0.65,
  "symbols": ["C", "O", "C", "C", "C", "C", "C", "O", "N", "C", "C", "C", "C", "C", "C", "C", "C", "C", "C", "S", "O", "O", "N", "C", "C", "C", "C", "C", "C", "C", "C", "C", "H", "H", "H", "H", "H", "H", "H", "H", "H", "H", "H", "H", "H", "H", "H", "H", "H", "H", "H", "H", "H", "H", "H", "H", "H", "H"],
  "positions_angstrom": [[6.4543, 1.0858, -0.4178], [5.2484, 0.4208, -0.1065], [4.0946, 1.1025, -0.1452], [3.9572, 2.4619, -0.4359], [2.7089, 3.0526, -0.4040], [1.5753, 2.3238, -0.0606], [0.2477, 3.0086, -0.0333], [-0.0279, 3.9312, -0.7742], [-0.6008, 2.5345, 0.9071], [-1.9871, 2.9476, 1.0014], [-2.8951, 1.8084, 0.6191], [-3.0839, 1.4895, -0.7190], [-3.8899, 0.4262, -1.0805], [-4.5177, -0.3516, -0.1159], [-5.4029, -1.4997, -0.4962], [-4.3128, -0.0393, 1.2233], [-3.5109, 1.0267, 1.5874], [1.7079, 0.9622, 0.1997], [2.9429, 0.3625, 0.1383], [3.1895, -1.3844, 0.5046], [3.6966, -1.4819, 1.8410], [3.9341, -2.0063, -0.5449], [1.6326, -2.0155, 0.5444], [1.1143, -2.5228, 1.7957], [-0.2550, -1.9270, 2.1018], [-1.2159, -2.3221, 0.9865], [-0.6187, -2.0370, -0.3661], [-1.4531, -1.9066, -1.4663], [-0.9537, -1.6169, -2.7215], [0.4119, -1.4587, -2.8854], [1.2645, -1.5980, -1.8080], [0.7649, -1.8945, -0.5398], [6.4408, 1.4802, -1.4381], [6.6565, 1.8963, 0.2891], [7.2301, 0.3277, -0.3328], [4.8195, 3.0595, -0.6841], [2.5952, 4.1003, -0.6381], [-0.3142, 1.7668, 1.4920], [-2.1969, 3.2838, 2.0221], [-2.1030, 3.7874, 0.3119], [-2.5972, 2.0832, -1.4785], [-4.0341, 0.1994, -2.1267], [-5.3379, -1.7069, -1.5615], [-5.1276, -2.3980, 0.0548], [-6.4403, -1.2688, -0.2549], [-4.7906, -0.6364, 1.9875], [-3.3692, 1.2576, 2.6342], [0.8403, 0.3568, 0.4072], [1.8489, -2.2709, 2.5605], [1.0333, -3.6153, 1.7358], [-0.1766, -0.8392, 2.1632], [-0.6088, -2.2948, 3.0653], [-1.4375, -3.3913, 1.0626], [-2.1609, -1.7822, 1.0849], [-2.5159, -2.0296, -1.3221], [-1.6220, -1.5155, -3.5628], [0.8203, -1.2313, -3.8583], [2.3279, -1.5013, -1.9424]],
  "lowdin_charge": [-0.052, -0.082, -0.259, 0.015, 0.010, -0.116, -0.455, 0.069, 0.085, -0.125, -0.214, -0.018, -0.052, -0.302, -0.053, -0.060, -0.043, 0.006, -0.158, 0.724, -0.268, -0.259, -0.160, -0.170, -0.156, -0.132, -0.150, -0.041, -0.084, -0.070, -0.023, -0.219, 0.101, 0.100, 0.101, 0.110, 0.125, 0.129, 0.124, 0.125, 0.121, 0.113, 0.075, 0.079, 0.083, 0.115, 0.110, 0.103, 0.109, 0.138, 0.105, 0.117, 0.127, 0.099, 0.100, 0.100, 0.105, 0.094]
}

=====

No. 3
{
  "formula": "C25H26N2O6",
  "method": "the ωB97M-V functional and the def2-TZVPD basis",
  "homo_ev": -7.590,
  "max_force_ev_per_a": 0.79,
  "orbital_gap_ev": 7.64,
  "relative_energy_kcal_mol": 49.1,
  "molar_mass_g_mol": 450.5,
  "energy_ev": -41612.22990,
  "smiles": "COC(=O)CCC(=O)O[C@@]1(C)C(=O)C=C2C=C(C3CC3)N(CCc3ccccn3)C=C2C1=O",
  "lumo_energy_ev": 0.05,
  "symbols": ["C", "O", "C", "O", "C", "C", "C", "O", "O", "C", "C", "C", "O", "C", "C", "C", "C", "C", "C", "C", "N", "C", "C", "C", "C", "C", "C", "C", "N", "C", "C", "C", "O", "H", "H", "H", "H", "H", "H", "H", "H", "H", "H", "H", "H", "H", "H", "H", "H", "H", "H", "H", "H", "H", "H", "H", "H", "H", "H"],
  "positions_angstrom": [[8.1283, 0.3056, 0.0647], [6.7695, -0.0270, -0.1825], [5.8777, 0.9538, -0.0046], [6.1746, 2.0689, 0.3314], [4.4715, 0.4610, -0.2604], [4.0260, -0.4621, 0.8842], [2.5952, -0.8788, 0.6309], [1.6367, -0.4453, 1.2222], [2.5144, -1.7515, -0.3641], [1.1703, -2.1154, -0.7013], [1.2435, -3.0553, -1.9092], [0.5503, -2.9095, 0.4727], [1.2714, -3.6441, 1.1248], [-0.8564, -2.7660, 0.6645], [-1.5870, -1.7828, 0.0623], [-2.9800, -1.5745, 0.3130], [-3.6863, -0.5300, -0.1925], [-5.1174, -0.3437, 0.1337], [-5.6132, -0.6199, 1.5335], [-6.0051, -1.5297, 0.4208], [-3.0578, 0.3841, -1.0251], [-3.6304, 1.6721, -1.3648], [-3.4978, 2.6345, -0.1708], [-2.0481, 2.6925, 0.2359], [-1.5639, 1.9629, 1.3146], [-0.2020, 1.9764, 1.5707], [0.6213, 2.7235, 0.7452], [0.0404, 3.4240, -0.3004], [-1.2559, 3.4068, -0.5547], [-1.7465, 0.2145, -1.2978], [-0.9956, -0.8185, -0.8261], [0.4320, -0.8493, -1.1233], [1.0165, 0.0510, -1.6927], [8.6987, -0.6063, -0.0913], [8.2504, 0.6655, 1.0883], [8.4581, 1.0870, -0.6229], [3.8044, 1.3205, -0.3316], [4.4468, -0.0950, -1.1977], [4.0735, 0.0627, 1.8389], [4.6605, -1.3479, 0.9112], [1.7276, -2.5437, -2.7381], [0.2417, -3.3608, -2.2010], [1.8262, -3.9315, -1.6356], [-1.3129, -3.4171, 1.3946], [-3.4692, -2.2830, 0.9614], [-5.6091, 0.4742, -0.3702], [-6.3563, 0.0465, 1.9447], [-4.8951, -0.9714, 2.2578], [-7.0196, -1.4870, 0.0547], [-5.5723, -2.5160, 0.3760], [-4.6689, 1.5692, -1.6818], [-3.0609, 2.0818, -2.2007], [-4.1102, 2.2904, 0.6633], [-3.8317, 3.6233, -0.4841], [-2.2370, 1.3868, 1.9330], [0.2117, 1.3966, 2.3800], [1.6865, 2.7533, 0.9053], [0.6365, 4.0217, -0.9774], [-1.2757, 0.9523, -1.9315]],
  "lowdin_charge": [-0.048, -0.038, -0.514, 0.117, -0.063, -0.048, -0.471, 0.136, 0.081, -0.333, 0.043, -0.374, 0.089, 0.025, -0.149, 0.046, -0.143, -0.216, -0.094, -0.094, -0.017, -0.124, -0.096, -0.320, -0.018, -0.052, -0.051, -0.129, 0.112, 0.028, -0.056, -0.296, 0.116, 0.092, 0.097, 0.097, 0.128, 0.135, 0.136, 0.134, 0.098, 0.102, 0.101, 0.119, 0.119, 0.122, 0.103, 0.105, 0.104, 0.101, 0.117, 0.129, 0.112, 0.121, 0.115, 0.106, 0.103, 0.108, 0.148]
}

=====

No. 4
{
  "formula": "C25H27BHfN4O",
  "method": "the ωB97M-V functional and the def2-TZVPD basis",
  "homo_ev": -6.021,
  "max_force_ev_per_a": 1.21,
  "orbital_gap_ev": 5.44,
  "relative_energy_kcal_mol": 2.3,
  "molar_mass_g_mol": 588.8,
  "energy_ev": -36354.40652,
  "lumo_energy_ev": -0.58,
  "symbols": ["Hf", "B", "N", "C", "C", "C", "N", "N", "C", "C", "C", "N", "H", "H", "H", "H", "H", "H", "H", "H", "C", "C", "C", "C", "O", "H", "H", "H", "H", "H", "H", "H", "H", "H", "C", "C", "C", "C", "C", "C", "C", "C", "C", "C", "C", "C", "C", "C", "C", "H", "H", "H", "H", "H", "H", "H", "H", "H", "H"],
  "positions_angstrom": [[-0.0189, -0.9463, -1.3640], [2.5243, -1.7271, 1.1395], [2.8916, -1.5170, -0.3800], [4.1659, -1.4686, -0.7577], [4.2407, -1.5437, -2.1449], [2.9262, -1.6296, -2.5551], [2.1100, -1.6208, -1.4825], [1.0471, -1.3856, 1.5001], [0.6344, -1.1495, 2.7433], [-0.7554, -1.1856, 2.7849], [-1.1324, -1.4623, 1.4850], [-0.0341, -1.5860, 0.7144], [3.2261, -0.9824, 1.7690], [2.7085, -2.8976, 1.3896], [4.9458, -1.3970, -0.0179], [5.1242, -1.5268, -2.7587], [2.5173, -1.6700, -3.5528], [1.3523, -0.9765, 3.5273], [-1.3935, -1.0170, 3.6344], [-2.1134, -1.5479, 1.0435], [-2.0863, -3.1177, -3.7978], [-2.5562, -1.7925, -3.2020], [-2.3399, -0.6608, -4.2045], [-4.0201, -1.8782, -2.7894], [-1.7861, -1.5185, -2.0312], [-2.6350, -3.3520, -4.7093], [-2.2372, -3.9259, -3.0806], [-1.0225, -3.0480, -4.0402], [-2.9514, -0.7970, -5.0961], [-1.2893, -0.6306, -4.5029], [-2.5945, 0.2926, -3.7414], [-4.6586, -2.0922, -3.6475], [-4.3323, -0.9299, -2.3487], [-4.1490, -2.6715, -2.0511], [0.1405, 1.0476, -1.8199], [0.1080, 1.4316, -0.6071], [0.1156, 1.8475, 0.6968], [-1.1642, 2.2328, 1.3088], [-2.3771, 1.6989, 0.8395], [-3.5941, 2.0637, 1.3905], [-3.6502, 2.9750, 2.4369], [-2.4673, 3.5327, 2.8997], [-1.2474, 3.1742, 2.3440], [1.4313, 1.9357, 1.3573], [2.6080, 2.0122, 0.5962], [3.8581, 2.0282, 1.1934], [3.9831, 1.9773, 2.5755], [2.8318, 1.9077, 3.3476], [1.5792, 1.8849, 2.7511], [-2.3614, 0.9929, 0.0167], [-4.5070, 1.6291, 1.0010], [-4.6002, 3.2560, 2.8736], [-2.4912, 4.2687, 3.6941], [-0.3473, 3.6589, 2.6973], [2.5325, 2.0617, -0.4843], [4.7431, 2.0922, 0.5713], [4.9602, 1.9940, 3.0415], [2.9073, 1.8617, 4.4278], [0.7003, 1.7940, 3.3762]],
  "lowdin_charge": [1.640, -0.392, -0.063, -0.068, -0.038, -0.135, -0.113, -0.060, -0.066, -0.021, -0.130, -0.110, 0.080, 0.074, 0.134, 0.101, 0.111, 0.135, 0.108, 0.116, -0.043, -0.713, -0.043, -0.037, -0.360, 0.089, 0.086, 0.076, 0.089, 0.076, 0.089, 0.088, 0.087, 0.085, -0.182, -0.295, -0.195, -0.183, -0.056, -0.095, -0.111, -0.092, -0.046, -0.189, -0.042, -0.100, -0.111, -0.095, -0.074, 0.088, 0.098, 0.094, 0.099, 0.107, 0.107, 0.100, 0.095, 0.100, 0.104]
}